Record 1
{"formula": "C5H39NO13S2", "method": "ωB97M-V with the def2-TZVPD basis set", "species": ["C", "C", "S", "C", "N", "C", "C", "S", "H", "H", "H", "H", "H", "H", "H", "H", "H", "H", "H", "H", "H", "H", "H", "O", "H", "H", "O", "H", "H", "O", "H", "H", "O", "H", "H", "O", "H", "H", "O", "H", "H", "O", "H", "H", "O", "H", "H", "O", "H", "H", "O", "H", "H", "O", "H", "H", "O", "H", "H", "O"], "xyz": [[1.967, -2.457, -0.477], [2.879, -1.545, 0.339], [4.455, -2.246, 0.846], [1.133, -1.801, -1.576], [-0.088, -1.225, -0.995], [-0.870, -0.358, -1.856], [-1.516, -1.159, -2.976], [-2.928, -0.472, -4.018], [1.263, -2.951, 0.193], [2.580, -3.186, -1.004], [2.452, -0.832, 1.050], [3.171, -0.781, -0.404], [3.910, -3.426, 1.193], [0.955, -2.537, -2.370], [1.583, -0.953, -2.103], [-0.675, -1.960, -0.643], [-1.690, 0.106, -1.334], [-0.204, 0.371, -2.306], [-0.941, -1.676, -3.740], [-2.185, -1.930, -2.579], [-2.699, 0.842, -4.203], [4.206, 1.352, 0.816], [5.233, 1.196, -0.448], [4.798, 1.760, 0.188], [-2.895, 3.268, 1.364], [-2.851, 2.500, 2.790], [-2.873, 3.333, 2.318], [-2.803, -0.829, 3.787], [-2.340, 0.296, 2.947], [-2.831, 0.134, 3.773], [-1.805, -2.660, 1.891], [-0.940, -3.617, 1.238], [-1.137, -2.713, 1.195], [-0.163, 3.535, -1.972], [0.515, 2.851, -0.694], [-0.238, 3.375, -1.030], [-3.892, -0.401, -0.233], [-4.057, 0.953, 0.339], [-4.584, 0.231, -0.016], [-3.237, 2.229, -1.575], [-1.787, 2.712, -1.064], [-2.490, 2.018, -1.006], [1.028, 1.094, 4.175], [-0.277, 0.434, 3.705], [0.586, 0.737, 3.396], [1.220, 1.641, 1.889], [1.670, 2.988, 1.940], [1.942, 2.176, 1.485], [-0.116, -3.448, 2.972], [0.943, -2.334, 3.191], [0.684, -3.223, 3.448], [-0.993, -0.296, 0.817], [-2.076, 0.978, 0.769], [-1.722, 0.200, 1.209], [1.414, 0.715, -0.621], [2.362, 1.913, -0.682], [1.647, 1.479, -1.156], [1.086, 1.308, -3.638], [2.274, 0.785, -4.542], [1.948, 1.507, -4.003]], "spin_multiplicity": 1, "charge": 0, "e_homo_ev": -9.1}

Record 2
{"formula": "C5H3Cl3", "method": "ωB97M-V with the def2-TZVPD basis set", "species": ["C", "C", "C", "C", "C", "Cl", "Cl", "Cl", "H", "H", "H"], "xyz": [[-4.281, -0.343, -0.016], [-3.151, 0.122, -0.194], [-1.810, 0.768, -0.040], [-0.826, -0.358, -0.241], [0.559, -0.139, -0.089], [1.353, 1.586, -0.522], [1.455, -1.295, -0.960], [1.012, -0.299, 1.708], [-5.290, -0.524, -0.176], [-1.598, 1.985, 0.263], [-1.008, -1.614, -0.443]], "spin_multiplicity": 1, "charge": 0, "smiles": "C#C/C=C/C(Cl)(Cl)Cl", "e_homo_ev": -9.4}

Record 3
{"formula": "C5H3ClF6O", "method": "ωB97M-V with the def2-TZVPD basis set", "species": ["C", "C", "C", "F", "F", "F", "O", "C", "F", "F", "C", "F", "Cl", "H", "H", "H"], "xyz": [[0.142, 0.087, 0.023], [-1.250, -0.515, -0.031], [-1.294, -2.019, 0.221], [-2.551, -2.446, 0.199], [-0.645, -2.657, -0.684], [-0.781, -2.318, 1.435], [-1.823, -0.322, -1.325], [-2.901, 0.552, -0.813], [-4.152, 0.150, -1.130], [-2.685, 1.777, -1.297], [-2.374, 0.314, 0.629], [-3.138, -0.395, 1.471], [-2.031, 1.897, 1.417], [0.821, -0.819, -0.231], [0.514, 0.590, 1.003], [0.171, 0.832, -0.869]], "spin_multiplicity": 1, "charge": 0, "smiles": "C[C@]1(C(F)(F)F)OC(F)(F)[C@]1(F)Cl", "e_homo_ev": -12.0}

Record 4
{"formula": "C5H3ClFO13V", "method": "ωB97M-V with the def2-TZVPD basis set", "species": ["V", "C", "O", "O", "O", "C", "O", "O", "O", "Cl", "O", "O", "O", "O", "C", "C", "O", "C", "O", "O", "F", "H", "H", "H"], "xyz": [[-1.518, -0.060, -0.777], [-2.602, 2.337, -1.372], [-2.597, 1.912, -0.202], [-3.424, 3.121, -1.880], [-2.033, 1.644, -2.153], [-3.236, -1.944, -0.030], [-4.241, -2.602, 0.262], [-2.820, -1.045, 0.726], [-2.817, -1.829, -1.182], [0.503, -0.976, -3.248], [0.509, -0.642, -1.837], [1.068, 0.084, -4.061], [1.301, -2.119, -3.481], [-0.882, -1.095, -3.622], [3.139, 0.755, 2.039], [2.461, -0.139, 3.071], [1.186, -0.403, 2.504], [0.983, 0.474, 1.554], [-0.050, 0.456, 0.928], [2.002, 1.336, 1.529], [2.458, 0.477, 4.238], [3.641, 0.140, 1.291], [3.976, 1.209, 2.570], [2.990, -1.090, 3.132]], "spin_multiplicity": 4, "charge": -3, "e_homo_ev": [3.5, 3.0]}

| no. | E_tot (eV) |
| --- | --- |
| 1 | -55595.180 |
| 2 | -42795.432 |
| 3 | -36107.869 |
| 4 | -72767.271 |